The following is a DFT calculation (ωB97M-V/def2-TZVPD) of a 2-piece molecular cluster, C9H13FN4O4P overall.

Element x y z (Å)
P -1.072 -2.440 1.272
F 1.965 1.480 2.703
O -3.074 1.644 2.486
O -0.804 -0.227 -1.374
O -0.526 -0.255 -3.576
O -0.889 1.535 2.427
N -2.192 2.190 2.028
N 2.469 -1.913 3.201
N -2.337 -1.829 1.954
N 2.549 -0.581 3.195
C -0.430 0.326 -2.381
C 0.544 -0.240 1.974
C 0.066 1.981 -4.008
C 0.411 -1.619 1.985
C 1.418 -2.396 2.602
C -0.430 0.715 1.365
C 0.078 0.576 -4.595
C 1.682 0.229 2.625
C 0.210 1.695 -2.512
H -2.874 -2.523 2.459
H -0.303 2.422 -1.888
H 0.097 1.333 0.629
H 0.842 2.622 -4.419
H 3.351 -0.183 3.675
H -0.897 2.454 -4.198
H 1.256 1.618 -2.205
H -0.504 0.482 -5.507
H -0.846 -3.802 1.523
H 1.340 -3.474 2.607
H -1.220 0.199 0.835
H 1.087 0.205 -4.780
H -0.966 -2.223 -0.104

Forces on atoms 1 to 2 (eV/Å):
P -1.354 0.374 0.627
F 0.224 0.807 0.046

- charge = +1
- highest occupied orbital energy (hartree) = -0.45186

So, what does the Löwdin scheme give us? The charges, in e, come out as: P 0.783; F 0.236; O 0.162; O 0.063; O 0.051; O -0.135; N 0.049; N 0.140; N -0.249; N 0.154; C -0.474; C -0.067; C -0.140; C -0.183; C -0.083; C -0.197; C -0.127; C -0.217; C -0.075; H -0.011; H 0.125; H 0.128; H 0.121; H 0.204; H 0.124; H 0.132; H 0.131; H 0.020; H 0.122; H 0.074; H 0.130; H 0.010

=====

The following is a DFT calculation (ωB97M-V/def2-TZVPD) of C19H60B2NO34 as an isolated structure.

Element x y z (Å)
O 15.960 40.424 10.971
O 15.702 35.011 11.614
O 12.017 35.738 15.333
O 22.663 37.262 15.816
O 19.664 35.962 18.639
O 9.141 37.854 12.101
O 18.811 33.197 16.968
O 21.221 37.524 17.438
O 21.023 33.904 16.345
O 15.709 44.504 17.155
O 15.887 43.163 19.538
O 12.937 46.024 18.105
O 14.025 42.142 10.462
O 16.657 33.470 16.945
O 20.428 36.214 14.389
O 12.318 44.237 12.422
O 18.390 35.840 20.337
O 22.905 33.360 17.335
O 18.078 38.664 19.959
O 19.379 36.574 16.312
O 12.152 38.843 19.425
O 8.983 38.155 16.840
O 22.540 30.997 15.689
O 16.633 40.760 18.593
O 10.860 43.654 19.803
O 13.802 44.005 21.053
O 17.254 34.400 14.375
O 8.687 40.862 11.146
O 19.118 38.226 18.179
O 20.518 31.796 15.693
O 10.520 44.746 17.272
O 19.247 33.642 14.758
O 17.902 38.528 11.954
O 16.712 42.744 14.329
N 13.191 39.817 14.730
C 11.795 40.426 12.756
C 16.239 37.082 16.445
C 21.675 31.756 16.017
C 16.606 37.935 15.287
C 11.769 39.418 14.914
C 18.934 36.512 19.492
C 18.046 33.958 15.066
C 10.884 40.352 14.014
C 21.526 37.141 16.316
C 13.267 39.925 13.190
C 20.445 36.648 15.565
C 18.754 37.906 19.233
C 13.453 41.170 15.476
C 17.784 33.660 16.506
C 13.014 42.309 17.684
C 14.147 38.778 15.154
C 22.046 33.114 16.502
C 13.309 41.056 16.960
C 15.601 39.088 14.887
B 19.868 33.143 15.906
B 19.835 37.105 17.634
H 8.721 38.968 17.192
H 15.311 36.636 16.296
H 18.270 39.256 12.624
H 16.560 43.240 13.518
H 9.173 40.014 11.399
H 10.828 44.847 16.485
H 11.643 35.958 16.276
H 12.200 45.588 18.095
H 13.065 46.877 17.822
H 16.736 39.899 11.163
H 13.631 44.957 21.259
H 11.868 41.450 12.283
H 16.012 42.317 19.133
H 9.735 37.815 17.120
H 13.229 44.507 12.477
H 15.710 39.238 13.677
H 16.039 34.276 11.017
H 12.025 42.655 17.404
H 10.599 41.325 14.544
H 14.062 40.588 12.922
H 8.863 37.389 12.901
H 11.488 39.698 12.109
H 16.778 36.260 16.559
H 9.896 39.851 14.083
H 8.197 40.889 10.312
H 16.080 37.478 17.447
H 16.102 35.017 12.560
H 17.712 38.161 15.231
H 11.720 38.356 14.663
H 13.667 38.431 16.165
H 15.794 40.475 19.139
H 10.710 43.807 18.885
H 14.420 43.883 20.353
H 13.560 39.034 12.961
H 15.743 39.780 15.603
H 11.379 39.388 15.847
H 17.199 40.461 19.394
H 14.957 41.803 10.664
H 14.235 42.965 10.966
H 11.423 38.926 20.093
H 12.429 40.434 17.045
H 16.667 43.470 20.053
H 12.712 35.059 15.613
H 12.881 41.940 15.117
H 16.487 37.144 14.487
H 13.922 40.614 17.402
H 14.019 37.880 14.557
H 9.628 45.014 17.259
H 12.801 39.185 19.839
H 11.939 43.676 20.061
H 13.032 42.010 18.655
H 8.988 37.305 11.317
H 13.680 43.060 17.532
H 14.440 41.773 15.461
H 18.108 37.646 12.316
H 15.654 40.077 9.989
H 11.979 44.350 11.617
H 15.820 44.105 18.094
H 16.769 43.468 14.893
H 14.852 45.124 17.297

Forces on atoms 1 to 2 (eV/Å):
O -1.654 -0.953 -4.007
O 0.780 -0.523 0.757

- charge = -1
- ΔE to the lowest compared entry with this formula, charge and spin (kJ/mol) = 311.2
- highest occupied orbital energy (hartree) = -0.22946

Here are the Löwdin charges for atoms 1 to 99, given in e: O -0.117; O -0.146; O -0.129; O 0.127; O 0.298; O -0.055; O 0.305; O 0.333; O 0.247; O -0.167; O -0.059; O 0.065; O -0.111; O 0.115; O 0.130; O 0.013; O 0.158; O 0.135; O 0.078; O 0.237; O 0.025; O 0.044; O 0.139; O -0.110; O -0.140; O -0.065; O 0.196; O -0.102; O 0.373; O 0.302; O 0.058; O 0.318; O -0.108; O -0.023; N -0.171; C -0.082; C -0.096; C -0.540; C -0.192; C -0.127; C -0.489; C -0.486; C -0.112; C -0.484; C -0.014; C -0.394; C -0.521; C -0.051; C -0.486; C -0.042; C -0.167; C -0.368; C -0.224; C -0.123; B -0.838; B -0.780; H 0.022; H 0.055; H 0.128; H 0.034; H 0.030; H -0.034; H 0.082; H -0.093; H 0.019; H -0.012; H 0.075; H 0.115; H -0.016; H -0.056; H 0.034; H 0.167; H 0.058; H 0.082; H 0.128; H 0.105; H 0.052; H 0.062; H 0.014; H 0.110; H 0.032; H 0.098; H 0.045; H 0.124; H 0.135; H 0.177; H 0.101; H -0.068; H -0.038; H 0.061; H 0.058; H 0.069; H 0.078; H 0.006; H 0.025; H 0.087; H 0.107; H 0.114; H 0.078

=====

The following is a DFT calculation (ωB97M-V/def2-TZVPD) of one molecule with the formula C3H2O2S.

Element x y z (Å)
S -2.531 -1.056 0.029
O -1.178 1.078 0.024
O 0.186 1.568 0.030
C 1.075 0.447 0.049
C -1.204 -0.209 0.023
C 0.505 -0.754 -0.015
H 0.986 -1.799 -0.042
H 2.160 0.726 -0.099

Forces on atoms 1 to 2 (eV/Å):
S -1.275 -0.918 0.011
O 1.328 1.416 0.050

- ΔE to the lowest compared entry with this formula, charge and spin (kJ/mol) = 403.7
- highest occupied orbital energy (hartree) = -0.33283
- SMILES = S=c1ccoo1

So, what does the Löwdin scheme give us? The charges, in e, come out as: S 0.742; O -0.021; O -0.025; C -0.134; C -0.873; C 0.037; H 0.126; H 0.148

=====

The following is a DFT calculation (ωB97M-V/def2-TZVPD) of one molecule with the formula CHFINO2.

Element x y z (Å)
I 0.721 0.814 1.521
F 1.740 2.191 0.250
O -0.949 -1.431 -1.328
O 0.864 -1.464 -0.184
N -0.169 -0.934 -0.549
C -0.528 0.336 0.070
H -1.679 0.487 0.221

Forces on atoms 1 to 2 (eV/Å):
I 0.053 1.738 -2.290
F -0.795 -1.205 1.397

- ΔE to the lowest compared entry with this formula, charge and spin (kJ/mol) = 327.0
- highest occupied orbital energy (spin up / spin down) (hartree) = -0.38013 / -0.38122

So, what does the Löwdin scheme give us? The charges, in e, come out as: I 1.585; F -0.652; O 0.073; O -0.057; N -0.552; C -0.492; H 0.094

=====

The following is a DFT calculation (ωB97M-V/def2-TZVPD) of a 7-piece molecular cluster, C10H34N4O11 overall.

Element x y z (Å)
O 0.241 0.047 0.581
O -1.471 0.557 2.717
O 0.633 2.906 0.563
O 3.770 0.314 1.446
O -0.056 -2.407 -6.209
O -3.071 -0.845 -1.541
O -3.752 -3.543 -0.695
O -5.353 0.833 0.129
O 1.176 -2.605 -3.613
O -0.900 -0.883 5.553
O 3.397 5.173 -0.026
N -0.119 -1.005 -1.422
N 2.009 0.754 2.843
N 4.155 0.890 3.611
N 1.999 -0.468 -0.777
C 1.325 -2.118 -6.020
C -2.025 -0.571 3.375
C 0.676 -0.440 -0.471
C 3.327 0.609 2.553
C 1.611 -1.669 -4.591
C 2.044 4.816 0.315
C 1.980 3.331 0.348
C -4.344 -0.126 0.448
C -0.985 -1.337 4.189
C -3.077 0.008 -0.364
H 1.632 -1.303 -6.679
H -3.540 -2.756 -1.221
H 1.644 1.032 3.733
H -2.291 -0.430 0.257
H -2.867 -0.334 4.020
H -4.730 -1.146 0.448
H -0.023 -1.501 3.697
H 2.291 2.898 -0.610
H 1.357 0.462 2.124
H -0.125 -3.318 -6.500
H 0.293 -1.337 -2.280
H 2.638 2.906 1.111
H -3.455 -0.424 -2.315
H -0.941 0.253 1.968
H 0.636 1.939 0.634
H 1.861 5.301 1.276
H -1.126 -1.030 -1.319
H 2.697 -1.587 -4.552
H 1.930 -3.006 -6.220
H 5.145 0.967 3.480
H 3.464 6.121 -0.152
H 0.338 -2.968 -3.933
H -1.395 -2.363 4.246
H 1.356 5.178 -0.455
H -2.304 -1.274 2.579
H 2.665 -0.340 -0.016
H -0.138 -1.365 5.892
H 3.818 0.882 4.554
H 1.109 -0.711 -4.416
H -4.615 -3.829 -1.011
H -6.016 0.474 -0.465
H -4.104 0.140 1.483
H 2.329 -0.756 -1.676
H -2.726 1.005 -0.620

Forces on atoms 1 to 2 (eV/Å):
O -0.014 -0.115 0.326
O -0.561 0.607 0.662

- ΔE to the lowest compared entry with this formula, charge and spin (kJ/mol) = 0.0
- highest occupied orbital energy (hartree) = -0.34359
- SMILES = NC(N)=O.NC(N)=O.OCCO.OCCO.OCCO.OCCO.O

So, what does the Löwdin scheme give us? The charges, in e, come out as: O -0.043; O -0.082; O -0.075; O 0.004; O -0.058; O -0.116; O -0.068; O -0.061; O -0.085; O -0.072; O -0.083; N 0.202; N 0.186; N 0.149; N 0.196; C -0.241; C -0.237; C -0.586; C -0.657; C -0.246; C -0.237; C -0.255; C -0.222; C -0.244; C -0.183; H 0.121; H -0.003; H 0.109; H 0.088; H 0.127; H 0.120; H 0.114; H 0.124; H 0.057; H 0.088; H 0.060; H 0.107; H 0.102; H 0.017; H 0.026; H 0.122; H 0.065; H 0.124; H 0.125; H 0.100; H 0.074; H 0.090; H 0.112; H 0.122; H 0.110; H 0.071; H 0.076; H 0.089; H 0.120; H 0.031; H 0.078; H 0.113; H 0.093; H 0.142

=====

The following is a DFT calculation (ωB97M-V/def2-TZVPD) of one molecule with the formula C4H8N6.

Element x y z (Å)
N 1.416 2.665 -0.132
N 3.048 0.893 -0.157
N 0.184 2.798 0.039
N -0.620 1.657 0.255
N -0.579 -0.751 0.378
N 3.675 -0.148 -0.259
C 1.992 1.548 -0.244
C -1.993 2.084 0.448
C 2.870 -1.352 -0.354
C 0.010 0.506 0.195
H -1.943 3.132 0.759
H 2.712 -1.786 0.604
H 3.587 -2.023 -0.876
H 1.880 -1.038 -0.838
H -2.540 1.504 1.144
H 0.011 -1.565 0.495
H -2.558 2.108 -0.621
H -1.622 -0.986 0.440

Forces on atoms 1 to 2 (eV/Å):
N -1.526 0.879 0.382
N -0.558 2.402 -0.511

- ΔE to the lowest compared entry with this formula, charge and spin (kJ/mol) = 727.9
- highest occupied orbital energy (hartree) = -0.28506

So, what does the Löwdin scheme give us? The charges, in e, come out as: N 0.028; N -0.009; N -0.011; N -0.189; N 0.059; N -0.056; C -0.173; C -0.049; C -0.126; C -0.131; H 0.073; H 0.053; H 0.081; H 0.075; H 0.057; H 0.061; H 0.136; H 0.121